{
  "formula": "C4H12N2",
  "method": "ωB97M-V/def2-TZVPD",
  "symbols": ["N", "N", "C", "C", "C", "C", "H", "H", "H", "H", "H", "H", "H", "H", "H", "H", "H", "H"],
  "positions_angstrom": [[0.2674, 0.6359, 0.6577], [-0.0807, -0.9739, 0.2612], [-0.9196, -0.9601, -0.9166], [0.6403, 1.4815, -0.4281], [1.1651, -1.6397, 0.0106], [-0.8710, 1.0841, 1.4106], [1.7943, -1.5602, 0.8932], [0.9377, -2.6915, -0.1780], [1.0056, 2.4054, 0.0317], [-1.2910, 0.2287, 1.9369], [-0.1763, 1.7426, -1.1217], [-1.6561, 1.5524, 0.7968], [-1.7570, -0.2807, -0.7630], [-0.5283, 1.8110, 2.1509], [1.4678, 1.0404, -0.9768], [-0.3858, -0.6643, -1.8337], [1.7091, -1.2498, -0.8627], [-1.3215, -1.9619, -1.0690]],
  "homo_energy_ev": -8.68,
  "de_lowest_ev": 2.3995,
  "e_lumo_ev": 1.129,
  "orbital_gap_ev": 9.80,
  "smiles": "CN(C)N(C)C",
  "e_tot_ha": -269.028168,
  "total_charge": 0
}

---

{
  "formula": "C23H23N2S",
  "method": "ωB97M-V/def2-TZVPD",
  "symbols": ["S", "N", "N", "C", "C", "C", "C", "C", "C", "C", "C", "C", "C", "C", "C", "C", "C", "C", "C", "C", "C", "C", "C", "C", "C", "C", "H", "H", "H", "H", "H", "H", "H", "H", "H", "H", "H", "H", "H", "H", "H", "H", "H", "H", "H", "H", "H", "H", "H"],
  "positions_angstrom": [[-1.9363, 1.2959, -0.8894], [-0.4719, 3.7587, 3.3904], [-0.0473, -0.6541, -5.0394], [2.4376, -3.2269, 1.9147], [1.6998, -4.2351, 2.4838], [-1.1246, 5.0208, 2.9602], [0.1763, -2.0629, -3.1355], [-0.4753, -1.1386, -0.9409], [1.7288, -2.2108, 1.2264], [-0.6155, 0.1066, 1.2412], [-1.2381, 1.2270, 0.6676], [-0.2943, 1.3306, 3.2622], [0.3785, -2.2740, 1.0697], [-0.4313, 0.6314, -5.7729], [0.2979, -4.3560, 2.4096], [-0.1733, -0.7998, -3.7782], [-0.1407, 0.1440, 2.5227], [0.2380, 3.8878, 4.6985], [-0.3528, -3.3084, 1.7167], [-1.2413, 2.4385, 1.4452], [-0.5921, 2.5606, 2.7129], [-1.0218, -0.0207, -1.5929], [0.9176, -1.5011, -5.8461], [-0.3168, -1.1403, 0.4549], [-0.0084, -2.2358, -1.7838], [-0.9372, 0.1382, -2.9574], [0.4701, 1.2887, -5.6557], [-0.7042, 0.3048, -6.8047], [1.0464, 3.2061, 4.8208], [1.2267, -0.8615, -6.6985], [1.9273, -1.8224, -5.4369], [-1.2587, 1.2329, -5.4163], [0.3593, -0.7046, 3.0634], [-0.2490, 5.7109, 2.8016], [0.4039, -2.3338, -6.1199], [-1.8253, 5.3576, 3.7712], [-1.7641, 5.0511, 2.0576], [-1.5875, 3.2802, 0.8786], [-0.1574, -5.1445, 2.9601], [2.1425, -5.1412, 2.8671], [0.4800, -2.9195, -3.8221], [-0.0549, 1.2971, 4.3476], [-1.4933, -3.1989, 1.6667], [-0.0550, -3.1649, -1.3505], [-1.4201, 1.0154, -3.3416], [0.6798, 4.9274, 4.6474], [2.2770, -1.3378, 0.8015], [-0.4419, 3.8366, 5.5888], [3.5429, -3.2557, 1.9335]],
  "homo_energy_ev": -10.32,
  "e_lumo_ev": -4.069,
  "orbital_gap_ev": 6.25,
  "e_tot_ha": -1397.628076,
  "total_charge": 1
}